(1)
{
  "formula": "C22H21O3PSe2Sr",
  "method": "ωB97M-V/def2-TZVPD",
  "e_lumo_ev": -0.399,
  "e_above_lowest_kcal_mol": 13.6,
  "spin_multiplicity": 1,
  "e_homo_ev": -7.2,
  "homo_lumo_gap_ha": 0.252,
  "elements": ["Sr", "Se", "Se", "P", "O", "O", "O", "C", "C", "C", "C", "C", "C", "C", "C", "C", "C", "C", "C", "C", "C", "C", "C", "C", "C", "C", "C", "C", "C", "H", "H", "H", "H", "H", "H", "H", "H", "H", "H", "H", "H", "H", "H", "H", "H", "H", "H", "H", "H", "H"],
  "positions_angstrom": [[-0.368, 0.686, 0.048], [-0.245, 1.794, 2.646], [-2.107, 1.851, -1.900], [-2.738, 3.115, -0.146], [1.394, -1.938, 3.123], [0.397, -0.083, 4.666], [0.543, -0.951, 1.307], [0.098, -2.247, -2.608], [-6.194, 4.557, -1.882], [-0.892, -1.461, -3.179], [0.772, -0.977, 2.522], [-4.926, 6.442, -1.093], [0.883, -3.977, -0.959], [-5.209, 3.699, -1.427], [-4.364, 2.424, 2.027], [-3.730, 1.933, 0.882], [-5.011, 1.568, 2.902], [-3.938, 5.574, -0.631], [-2.444, -2.212, -1.514], [-5.026, 0.196, 2.667], [-6.053, 5.935, -1.716], [-0.168, -3.045, -1.496], [0.338, 0.199, 3.505], [-4.072, 4.201, -0.794], [-1.447, -2.999, -0.945], [-3.769, 0.562, 0.650], [-4.404, -0.306, 1.538], [-2.173, -1.448, -2.640], [1.901, -3.051, 2.357], [-6.824, 6.607, -2.074], [1.854, -3.485, -0.871], [-0.666, -0.853, -4.046], [-3.435, -2.198, -1.078], [-5.313, 2.628, -1.568], [-1.671, -3.604, -0.073], [-7.074, 4.160, -2.372], [-4.808, 7.510, -0.961], [-4.345, 3.487, 2.240], [2.855, -3.301, 2.808], [-3.350, 0.178, -0.275], [-5.499, 1.972, 3.781], [-2.941, -0.827, -3.077], [1.089, -2.265, -3.049], [0.605, -4.369, 0.019], [-3.057, 5.972, -0.140], [2.008, -2.784, 1.314], [1.023, -4.832, -1.623], [1.199, -3.873, 2.471], [-5.525, -0.469, 3.359], [-4.425, -1.370, 1.333]],
  "forces_ev_per_angstrom": [[-0.6, 0.5, -1.3], [0.2, 0.0, 1.1], [-0.5, 0.6, -0.5], [0.1, -0.2, 0.0], [0.2, -0.1, 0.1], [-0.1, 0.4, 0.2], [0.8, -1.3, 1.3], [0.1, 0.0, 0.0], [0.0, 0.1, 0.0], [0.0, 0.1, 0.0], [-0.3, 0.7, -0.4], [0.1, -0.1, 0.0], [0.0, 0.0, 0.1], [0.0, 0.0, 0.0], [0.0, 0.0, 0.0], [0.0, 0.0, -0.1], [0.0, 0.0, 0.0], [0.0, 0.1, 0.0], [0.1, 0.0, 0.0], [0.0, 0.1, 0.1], [0.0, -0.1, 0.0], [0.0, 0.0, 0.0], [0.0, -0.6, -0.6], [0.0, -0.1, 0.0], [0.0, 0.0, 0.0], [-0.1, -0.1, 0.0], [0.0, 0.1, 0.0], [0.0, 0.0, 0.0], [-0.1, 0.1, 0.2], [0.0, 0.0, 0.0], [0.0, 0.0, 0.0], [0.0, 0.0, 0.0], [0.0, 0.0, 0.0], [0.0, 0.0, 0.0], [0.0, 0.0, 0.0], [0.0, 0.0, 0.0], [0.0, 0.0, 0.0], [0.0, 0.0, 0.0], [0.0, -0.1, 0.0], [0.0, 0.0, 0.0], [0.0, 0.0, 0.0], [0.0, 0.0, 0.0], [0.0, 0.0, 0.0], [0.0, 0.0, 0.0], [0.0, 0.0, 0.0], [0.0, 0.0, 0.0], [0.0, 0.0, 0.0], [0.0, -0.1, 0.0], [0.0, 0.0, 0.0], [0.0, 0.0, 0.0]]
}

=====

(2)
{
  "formula": "C22H22BF2MoN7S",
  "method": "ωB97M-V/def2-TZVPD",
  "e_lumo_ev": [-6.900, -7.218],
  "charge": 2,
  "e_above_lowest_kcal_mol": 0.0,
  "spin_multiplicity": 3,
  "e_homo_ev": [-14.8, -15.0],
  "homo_lumo_gap_ha": [0.292, 0.286],
  "elements": ["Mo", "S", "F", "F", "N", "N", "N", "N", "N", "N", "N", "C", "C", "C", "C", "C", "C", "C", "C", "C", "C", "C", "C", "C", "C", "C", "C", "C", "C", "C", "C", "C", "C", "B", "H", "H", "H", "H", "H", "H", "H", "H", "H", "H", "H", "H", "H", "H", "H", "H", "H", "H", "H", "H", "H", "H"],
  "positions_angstrom": [[1.011, -1.197, -0.538], [-0.402, 1.600, -1.668], [3.634, -1.594, -1.978], [2.177, 0.093, -1.859], [-0.364, -2.166, 0.712], [2.173, -2.953, 0.070], [2.270, -3.239, 1.395], [1.950, -0.923, 2.270], [-0.510, -0.002, -1.255], [1.910, -0.297, 1.062], [-0.004, -2.494, 1.980], [-3.997, 2.371, -4.253], [-3.100, 1.965, -2.060], [-1.086, 1.859, 1.008], [2.844, 1.093, 2.530], [2.797, -3.944, -0.581], [-1.058, 3.996, 2.114], [2.944, -4.382, 1.559], [-2.728, 2.338, -4.809], [-0.460, 3.867, -0.211], [-1.832, 1.924, -2.637], [2.365, -1.304, -2.191], [2.516, -0.105, 3.154], [2.446, 0.930, 1.220], [-0.655, 4.616, 0.937], [-0.688, 2.496, -0.156], [-1.678, -2.436, 0.591], [-2.168, -2.936, 1.781], [-1.069, -2.958, 2.631], [-4.187, 2.186, -2.885], [-1.625, 2.110, -3.998], [-1.271, 2.626, 2.151], [3.306, -4.868, 0.316], [1.490, -2.401, 2.408], [-1.491, -0.262, -1.199], [3.861, -5.763, 0.100], [-1.588, 2.152, 3.070], [2.086, -1.442, -3.236], [-0.144, 4.347, -1.129], [-2.595, 2.493, -5.870], [-4.854, 2.555, -4.887], [-0.490, 5.684, 0.915], [-0.626, 2.084, -4.415], [-2.192, -2.276, -0.344], [-1.250, 0.789, 1.032], [-0.974, -3.279, 3.656], [2.519, 1.608, 0.384], [-5.182, 2.230, -2.466], [3.317, 1.951, 2.972], [2.651, -0.431, 4.172], [-3.228, 1.859, -0.990], [2.861, -3.948, -1.656], [1.631, -2.784, 3.525], [-3.171, -3.256, 1.999], [-1.206, 4.587, 3.008], [3.116, -4.770, 2.549]],
  "forces_ev_per_angstrom": [[0.2, -0.2, -0.3], [0.2, -0.1, 0.1], [-0.1, 0.1, -0.1], [0.2, 0.0, 0.0], [-0.1, 0.0, 0.0], [0.0, 0.2, 0.1], [0.0, 0.0, -0.1], [0.0, 0.0, -0.2], [0.1, 0.0, -0.1], [-0.2, 0.0, 0.1], [0.1, 0.1, -0.1], [-0.1, 0.0, 0.0], [0.1, 0.0, 0.0], [0.0, 0.1, 0.0], [0.0, 0.0, 0.0], [0.0, 0.0, -0.1], [0.0, 0.0, 0.0], [0.0, 0.0, 0.0], [0.0, 0.0, 0.0], [0.0, 0.0, 0.0], [-0.1, 0.0, 0.0], [-0.3, -0.1, 0.2], [-0.1, 0.0, 0.1], [0.0, 0.0, -0.1], [0.0, 0.0, 0.0], [0.0, 0.0, 0.0], [0.0, 0.0, 0.0], [0.0, 0.0, 0.0], [0.1, 0.0, 0.0], [0.0, 0.0, 0.0], [-0.1, 0.0, 0.0], [0.0, -0.1, 0.0], [0.0, 0.0, 0.1], [-0.1, 0.0, 0.1], [0.0, -0.1, 0.2], [0.0, 0.0, 0.0], [0.0, 0.0, 0.0], [0.0, 0.1, 0.0], [0.0, 0.0, 0.0], [0.0, 0.0, 0.0], [0.0, 0.0, 0.0], [0.0, 0.0, 0.0], [0.0, 0.0, 0.0], [0.0, 0.0, 0.0], [0.0, 0.0, 0.0], [0.0, 0.0, 0.0], [0.0, 0.0, 0.0], [0.0, 0.0, 0.0], [0.0, 0.0, 0.0], [0.0, 0.0, 0.0], [0.0, 0.0, 0.0], [0.0, 0.0, 0.0], [0.0, 0.0, 0.0], [0.0, 0.0, 0.0], [0.0, 0.0, 0.0], [0.0, 0.0, 0.0]]
}

=====

(3)
{
  "formula": "C22H22Cl5FeN4S2Si2",
  "method": "ωB97M-V/def2-TZVPD",
  "e_lumo_ev": [4.059, 4.061],
  "charge": -2,
  "spin_multiplicity": 2,
  "e_homo_ev": [-1.5, -1.4],
  "homo_lumo_gap_ha": [0.206, 0.201],
  "elements": ["Fe", "Cl", "Cl", "Cl", "Cl", "Cl", "S", "S", "Si", "Si", "N", "N", "N", "N", "C", "C", "C", "C", "C", "C", "C", "C", "C", "C", "C", "C", "C", "C", "C", "C", "C", "C", "C", "C", "C", "C", "H", "H", "H", "H", "H", "H", "H", "H", "H", "H", "H", "H", "H", "H", "H", "H", "H", "H", "H", "H", "H", "H"],
  "positions_angstrom": [[0.405, 0.047, 0.508], [2.529, 6.142, 1.806], [3.285, 4.525, -0.766], [2.101, 1.665, -1.187], [0.537, 4.913, 3.862], [-0.728, 2.144, 3.359], [2.406, -0.370, 1.723], [-0.749, -0.994, 2.118], [1.917, -2.445, -1.132], [-2.162, 1.813, -0.787], [0.559, -1.460, -0.723], [-0.536, -1.881, 5.705], [3.393, -1.074, 5.215], [-1.218, 0.394, -0.498], [1.667, 2.581, 0.233], [1.711, -3.124, -2.896], [-3.589, 2.042, 0.429], [-2.836, 1.780, -2.561], [-1.137, -3.138, -1.420], [3.560, -1.534, -1.276], [-3.052, -1.158, -1.152], [0.441, 2.738, 2.219], [1.725, -0.840, 3.253], [0.406, -1.117, 3.426], [2.639, -0.967, 4.350], [1.862, 4.567, 1.540], [-1.714, -0.834, -0.925], [0.976, 4.007, 2.453], [2.209, 3.843, 0.403], [-0.725, -1.854, -1.055], [2.213, -3.871, 0.066], [0.775, 1.970, 1.109], [-2.475, -3.427, -1.685], [-0.099, -1.540, 4.694], [-1.255, 3.467, -0.785], [-3.434, -2.439, -1.549], [0.894, -3.831, -3.038], [-4.484, -2.662, -1.708], [-2.759, -4.438, -1.958], [4.232, -2.183, -1.850], [-4.009, 3.051, 0.345], [3.468, -0.589, -1.814], [-3.563, 0.997, -2.770], [-0.414, -3.943, -1.462], [-4.399, 1.321, 0.294], [-3.201, 1.920, 1.444], [1.422, -4.624, 0.053], [-3.294, 2.749, -2.788], [-1.966, 4.180, -1.221], [-1.993, 1.641, -3.245], [1.538, -2.282, -3.574], [-0.982, 3.838, 0.201], [2.265, -3.461, 1.079], [-0.364, 3.459, -1.417], [-3.822, -0.416, -0.976], [2.644, -3.611, -3.202], [4.014, -1.322, -0.309], [3.166, -4.364, -0.153]],
  "forces_ev_per_angstrom": [[0.3, -0.2, 0.2], [0.0, 0.0, 0.0], [0.0, 0.0, 0.0], [0.0, 0.1, 0.0], [0.0, 0.0, 0.0], [0.0, 0.0, 0.0], [-0.1, -0.1, 0.0], [0.2, 0.1, 0.1], [0.0, 0.0, 0.0], [0.1, -0.1, -0.1], [0.0, -0.1, 0.0], [0.0, 0.0, 0.0], [0.0, 0.0, 0.0], [-0.4, 0.2, -0.1], [-0.1, 0.0, 0.0], [0.1, 0.0, 0.0], [0.0, 0.1, 0.0], [0.0, 0.1, 0.0], [0.0, 0.0, 0.0], [-0.1, 0.1, 0.0], [0.0, 0.0, 0.0], [0.0, 0.0, -0.1], [0.0, 0.0, -0.1], [-0.1, 0.0, -0.2], [0.0, 0.0, 0.0], [0.0, 0.0, 0.0], [0.1, 0.0, 0.0], [0.0, 0.0, 0.0], [0.0, 0.0, 0.0], [-0.1, 0.0, -0.1], [0.0, 0.0, 0.0], [0.0, 0.0, 0.0], [0.0, 0.0, 0.0], [0.0, 0.0, 0.0], [0.0, 0.0, 0.0], [0.0, 0.0, 0.0], [0.1, 0.0, 0.0], [0.0, 0.0, 0.0], [0.0, 0.0, 0.0], [0.0, 0.0, 0.1], [0.0, 0.0, 0.0], [0.0, -0.1, 0.0], [0.0, 0.0, 0.0], [0.0, 0.1, 0.0], [0.0, 0.0, 0.0], [0.0, 0.0, 0.0], [0.0, 0.0, 0.0], [0.0, 0.0, 0.0], [0.0, 0.0, 0.0], [0.0, 0.0, 0.0], [0.0, 0.0, 0.0], [0.0, 0.0, 0.1], [0.0, 0.0, 0.0], [0.0, 0.0, 0.0], [0.0, 0.0, 0.0], [0.0, 0.0, 0.0], [0.0, 0.0, 0.0], [0.0, 0.0, 0.0]]
}

=====

(4)
{
  "formula": "C22H22F3N6O5PrS",
  "method": "ωB97M-V/def2-TZVPD",
  "e_lumo_ev": [-1.476, -1.470],
  "e_above_lowest_kcal_mol": 0.0,
  "spin_multiplicity": 3,
  "e_homo_ev": [-8.2, -8.2],
  "homo_lumo_gap_ha": [0.248, 0.247],
  "elements": ["Pr", "S", "F", "F", "F", "O", "O", "O", "O", "O", "N", "N", "N", "N", "N", "N", "C", "C", "C", "C", "C", "C", "C", "C", "C", "C", "C", "C", "C", "C", "C", "C", "C", "C", "C", "C", "C", "C", "H", "H", "H", "H", "H", "H", "H", "H", "H", "H", "H", "H", "H", "H", "H", "H", "H", "H", "H", "H", "H", "H"],
  "positions_angstrom": [[-0.072, -0.726, 0.476], [-3.382, -0.058, 5.237], [1.402, -1.070, 2.256], [2.404, -1.745, 0.474], [0.636, -2.890, 1.034], [-3.326, -1.439, 4.725], [-4.660, 0.575, 5.015], [-3.502, -2.354, -0.972], [-2.782, 0.090, 6.543], [-2.081, -0.714, -0.919], [-2.153, -1.938, 0.826], [0.503, 1.803, 1.115], [-3.825, -3.541, 1.393], [-2.088, -3.031, 2.806], [-2.658, -1.705, -0.409], [-1.097, -2.103, 3.165], [4.073, -0.269, -5.858], [-0.418, 1.605, 2.181], [2.190, 3.454, -1.909], [-0.202, 2.087, -2.122], [2.858, 0.391, -5.737], [1.585, -0.985, -2.449], [-0.937, 1.041, 4.458], [-2.717, -2.859, 1.647], [2.045, 0.159, -4.638], [-2.665, 0.969, 2.806], [-0.015, 1.448, 3.502], [0.975, 1.354, -1.932], [-1.753, 1.369, 1.842], [2.174, 2.071, -1.832], [-2.257, 0.766, 4.114], [0.922, -0.102, -1.696], [3.644, -1.408, -3.785], [2.017, -2.348, 1.625], [-0.186, 3.475, -2.212], [4.464, -1.172, -4.879], [2.432, -0.738, -3.643], [1.011, 4.168, -2.097], [1.097, 0.673, -4.549], [0.155, 2.410, 0.379], [5.406, -1.698, -4.968], [1.019, 1.617, 3.778], [3.950, -2.119, -3.026], [-4.248, -4.096, 2.119], [-0.312, -2.619, 3.543], [-1.145, 1.556, -2.218], [-2.091, 1.536, 0.820], [-4.271, -3.470, 0.498], [2.539, 1.088, -6.501], [1.027, 5.247, -2.162], [3.134, 3.979, -1.829], [1.421, 2.114, 1.403], [-1.113, 4.011, -2.373], [4.709, -0.087, -6.715], [-3.698, 0.790, 2.534], [-2.642, -3.402, 3.570], [1.566, -2.039, -2.155], [3.101, 1.527, -1.687], [-0.629, 0.897, 5.486], [-1.534, -1.547, 3.897]],
  "forces_ev_per_angstrom": [[0.3, 1.2, 0.0], [-0.1, 0.2, 0.3], [0.6, -0.5, 0.4], [0.5, -0.2, -0.1], [0.5, -0.2, 0.3], [0.1, -0.2, -0.2], [0.0, -0.1, 0.0], [-0.1, 0.1, 0.1], [0.0, 0.0, -0.1], [-0.6, -0.3, -0.6], [-0.9, -0.7, -0.5], [0.0, -0.1, 0.2], [0.0, -0.1, 0.2], [-0.1, -0.1, 0.0], [0.2, 0.2, 0.5], [0.0, 0.0, -0.3], [0.0, 0.0, 0.0], [-0.1, 0.0, 0.0], [0.0, 0.0, 0.0], [-0.1, 0.0, 0.0], [0.0, 0.0, 0.0], [0.1, -0.2, 0.0], [0.0, -0.1, 0.1], [0.0, 0.2, 0.0], [0.0, 0.0, 0.0], [-0.1, 0.0, 0.0], [0.0, 0.0, 0.0], [0.0, 0.0, -0.1], [-0.1, 0.1, -0.2], [0.0, 0.0, 0.1], [0.2, 0.1, -0.2], [-0.1, 0.0, 0.1], [0.0, -0.1, 0.0], [-0.3, 0.1, 0.0], [0.0, -0.1, 0.0], [0.0, 0.0, 0.0], [-0.2, 0.1, 0.0], [0.0, 0.0, 0.0], [0.0, 0.0, 0.0], [0.1, 0.0, -0.1], [0.0, 0.0, 0.0], [0.0, 0.0, 0.0], [0.0, 0.0, 0.0], [0.0, 0.0, 0.0], [0.1, 0.0, 0.0], [0.0, 0.0, 0.0], [0.0, 0.0, 0.0], [0.0, 0.1, -0.1], [0.0, 0.0, 0.0], [0.0, 0.0, 0.0], [0.0, 0.0, 0.0], [0.1, 0.0, 0.1], [0.0, 0.0, 0.0], [0.0, 0.0, 0.0], [0.0, 0.0, 0.1], [0.0, 0.0, 0.1], [0.1, 0.0, 0.0], [0.0, 0.0, 0.0], [0.0, 0.0, 0.0], [0.0, 0.1, 0.3]]
}